{"formula": "C53H88F4N25O2P3S", "method": "wB97M-V/def2-TZVPD", "gap_ha": 0.240, "e_homo_ha": -0.2355, "e_tot_ha": -5413.0654, "symbols": ["C", "P", "C", "P", "S", "C", "C", "O", "C", "N", "P", "N", "O", "C", "F", "F", "C", "F", "F", "H", "H", "H", "H", "H", "H", "H", "H", "H", "H", "H", "H", "H", "H", "H", "H", "H", "H", "H", "C", "C", "N", "H", "H", "H", "C", "C", "N", "H", "H", "H", "C", "C", "N", "H", "H", "H", "C", "C", "N", "H", "H", "H", "C", "C", "N", "H", "H", "H", "C", "C", "N", "H", "H", "H", "C", "C", "N", "H", "H", "H", "C", "C", "N", "H", "H", "H", "C", "C", "N", "H", "H", "H", "C", "C", "N", "H", "H", "H", "C", "C", "N", "H", "H", "H", "C", "C", "N", "H", "H", "H", "C", "C", "N", "H", "H", "H", "C", "C", "N", "H", "H", "H", "C", "C", "N", "H", "H", "H", "C", "C", "N", "H", "H", "H", "C", "C", "N", "H", "H", "H", "C", "C", "N", "H", "H", "H", "C", "C", "N", "H", "H", "H", "C", "C", "N", "H", "H", "H", "C", "C", "N", "H", "H", "H", "C", "C", "N", "H", "H", "H", "C", "C", "N", "H", "H", "H"], "xyz": [[2.22207, -2.47840, -0.29973], [0.55739, -1.70701, -0.50451], [-0.19429, -2.61261, -1.87989], [0.92563, 0.44992, -0.93696], [-0.07245, 0.35844, -3.06619], [2.53533, 1.03302, -1.68686], [3.08219, 2.39570, -1.23305], [4.06384, 2.26916, -0.20333], [3.76210, 3.09544, -2.40513], [4.13001, 4.47452, -2.14493], [1.74449, 0.79888, 1.25021], [0.64017, -0.07385, 2.18286], [3.13052, -0.12054, 1.34275], [-0.58664, 1.62485, -0.54250], [-1.68178, 0.88217, -0.25893], [-0.34341, 2.37642, 0.56817], [-0.94487, 2.64827, -1.63423], [-1.70485, 3.64934, -1.07575], [0.18324, 3.22862, -2.09625], [2.40427, -2.48218, 0.75343], [3.00173, -1.91495, -0.79885], [2.14714, -3.49530, -0.65745], [-1.18901, -2.26127, -2.11850], [0.41293, -2.70933, -2.77151], [-0.31015, -3.61931, -1.49763], [0.82010, -0.42888, -3.64887], [2.38577, 1.09767, -2.75328], [3.30332, 0.27692, -1.53822], [2.32179, 3.04268, -0.80759], [4.56328, 1.45919, -0.35014], [3.16327, 3.04232, -3.31000], [4.67407, 2.53271, -2.58992], [3.32516, 5.00877, -1.84693], [4.83297, 4.50419, -1.41898], [0.50934, 0.44418, 3.04600], [0.95093, -1.01280, 2.41372], [3.44673, -0.45013, 0.49656], [-1.54364, 2.23901, -2.43560], [2.91860, -6.10757, -2.54079], [1.63481, -5.90851, -1.89972], [0.63166, -5.75059, -1.36605], [3.24661, -7.13636, -2.40162], [2.83115, -5.89037, -3.60071], [3.65153, -5.43361, -2.09990], [-4.38749, -0.01981, -1.80241], [-3.72619, -1.05787, -2.57082], [-3.20470, -1.86140, -3.20316], [-3.63924, 0.58598, -1.30042], [-4.96949, 0.61084, -2.47353], [-5.04248, -0.44064, -1.04015], [-8.23929, -2.02883, 0.72524], [-7.13988, -1.08154, 0.73335], [-6.26699, -0.33636, 0.74030], [-8.88044, -1.85514, 1.58470], [-8.82320, -1.91600, -0.18344], [-7.85082, -3.04374, 0.77257], [3.31836, -3.22808, 4.55518], [2.36376, -3.31610, 3.46920], [1.59843, -3.38586, 2.61661], [4.33168, -3.34319, 4.17899], [3.23308, -2.25141, 5.02103], [3.11955, -3.99972, 5.29589], [-2.57087, -7.09093, -0.83772], [-3.67482, -8.00857, -1.05493], [-4.54627, -8.73544, -1.22661], [-2.78541, -6.13275, -1.30612], [-2.42202, -6.93731, 0.22875], [-1.65684, -7.49264, -1.26727], [-3.35261, -0.35679, 3.00957], [-2.33419, -0.52321, 4.02761], [-1.51983, -0.65474, 4.82711], [-2.89781, -0.38537, 2.02025], [-4.06724, -1.17090, 3.09446], [-3.85928, 0.59750, 3.15180], [-1.39447, 5.70406, 1.12023], [-0.48858, 6.67383, 1.70490], [0.22422, 7.44581, 2.16691], [-2.29531, 5.63444, 1.72590], [-1.66755, 6.01305, 0.11468], [-0.91164, 4.73080, 1.07557], [-0.22016, 5.39873, -4.36439], [-1.02562, 5.40788, -5.57019], [-1.66432, 5.41516, -6.52373], [0.82379, 5.23134, -4.62174], [-0.31863, 6.35476, -3.85238], [-0.54944, 4.60411, -3.70555], [-12.52013, -1.12469, 1.63139], [-11.77509, -2.15224, 0.92726], [-11.18619, -2.96415, 0.36991], [-11.83167, -0.42466, 2.10079], [-13.15414, -0.58580, 0.93076], [-13.14204, -1.58212, 2.39772], [-2.94787, -4.82366, 4.96129], [-3.49412, -4.02751, 3.87904], [-3.92521, -3.37655, 3.03796], [-3.71494, -5.48476, 5.35926], [-2.11574, -5.42194, 4.59695], [-2.58716, -4.17086, 5.75022], [7.83036, 0.36217, -1.07218], [6.73804, -0.54517, -1.37273], [5.87237, -1.26083, -1.61052], [7.61358, 1.34691, -1.48160], [7.95351, 0.44220, 0.00591], [8.75134, -0.01412, -1.51202], [4.69741, -3.81058, -5.78750], [3.41525, -3.69382, -5.11916], [2.40553, -3.60176, -4.58066], [5.07010, -4.82867, -5.70954], [4.58953, -3.55352, -6.83923], [5.41484, -3.13541, -5.32568], [4.97882, -8.31784, -7.43821], [5.89935, -7.33006, -6.90614], [6.63698, -6.55713, -6.48534], [4.18396, -8.51089, -6.72218], [4.54259, -7.95522, -8.36660], [5.50620, -9.24875, -7.63165], [1.04065, 10.51368, 2.59053], [1.93816, 11.49613, 3.17241], [2.64708, 12.27275, 3.63216], [0.14090, 10.43066, 3.19556], [0.76705, 10.82147, 1.58322], [1.51790, 9.53994, 2.54634], [3.95281, 0.11050, 7.56844], [4.78917, -0.83846, 6.85832], [5.45224, -1.55924, 6.25977], [4.56756, 0.70591, 8.24104], [3.45839, 0.76189, 6.84824], [3.19964, -0.42312, 8.14519], [-1.02256, 3.05053, 5.29266], [0.27641, 2.48814, 4.98751], [1.24623, 1.92174, 4.75274], [-0.97784, 4.13819, 5.29713], [-1.73009, 2.71946, 4.53658], [-1.36332, 2.69691, 6.26321], [-4.14572, 1.25705, 1.51223], [-3.98353, 1.95972, 2.76929], [-3.85055, 2.49064, 3.77961], [-3.22476, 0.72940, 1.26941], [-4.95959, 0.53765, 1.59275], [-4.37084, 1.97681, 0.72952], [5.42429, -11.04045, -3.91665], [4.53110, -11.08674, -5.06045], [3.82247, -11.12387, -5.96247], [6.45742, -11.00973, -4.25625], [5.21761, -10.15289, -3.32248], [5.27668, -11.92449, -3.30031], [3.27762, 3.50007, 10.65891], [4.45789, 2.68745, 10.42890], [5.39477, 2.05051, 10.24656], [3.54478, 4.55386, 10.62171], [2.53346, 3.29376, 9.89229], [2.85815, 3.27112, 11.63612], [3.17324, 6.72387, -7.34668], [3.12793, 5.71336, -6.30598], [3.09236, 4.91196, -5.48534], [3.22655, 6.24450, -8.32165], [2.27705, 7.33932, -7.30117], [4.04886, 7.35448, -7.20880], [-4.57687, 8.29583, -1.05859], [-4.53531, 7.29872, -0.00533], [-4.50347, 6.51576, 0.83307], [-4.42621, 7.81779, -2.02437], [-5.54355, 8.79445, -1.05369], [-3.79341, 9.03330, -0.89674], [-4.02139, -3.73710, 8.91200], [-2.90005, -4.54192, 8.46379], [-2.00836, -5.17155, 8.11028], [-3.68768, -2.72035, 9.10766], [-4.79157, -3.71717, 8.14320], [-4.43709, -4.16078, 9.82359], [-2.02060, 3.42770, -9.62280], [-2.84542, 3.37095, -10.81581], [-3.49596, 3.32597, -11.75998], [-2.24983, 2.58485, -8.97437], [-0.96948, 3.38680, -9.90064], [-2.20968, 4.35108, -9.07834]], "mulliken_charge": [-0.443, 0.754, -0.073, -0.158, -0.542, -1.074, 0.535, -0.623, -1.138, -0.616, 0.088, 0.328, -0.535, 0.018, -0.263, -0.198, -0.178, -0.248, -0.114, 0.092, 0.209, -0.031, -0.219, 0.281, 0.212, 0.181, 0.838, 0.314, 0.147, 0.354, 0.444, 0.298, 0.270, 0.304, 0.022, -0.044, 0.169, 0.501, -0.788, 0.487, -0.402, 0.296, 0.106, 0.316, 0.781, 0.226, -0.506, -0.525, 0.454, -0.413, -1.070, 0.549, -0.670, 0.256, 0.330, 0.292, -0.758, 0.492, -0.499, 0.319, -0.007, 0.364, -0.520, 0.219, -0.375, 0.213, 0.249, 0.196, 0.354, -0.091, -0.587, 0.026, 0.593, -0.045, -0.022, 0.307, -0.401, 0.282, 0.167, -0.344, 0.421, 0.284, -0.408, -0.248, 0.320, -0.396, -0.757, 0.389, -0.399, 0.265, 0.275, 0.268, -0.691, 0.361, -0.453, 0.321, 0.296, 0.078, -0.919, 0.452, -0.407, 0.266, 0.292, 0.346, -0.612, 0.481, -0.452, 0.025, 0.301, 0.266, -0.864, 0.455, -0.459, 0.233, 0.326, 0.301, -0.671, 0.273, -0.370, 0.261, 0.261, 0.263, -0.498, 0.423, -0.489, 0.120, 0.183, 0.295, -0.278, 0.352, -0.442, 0.353, -0.218, 0.297, 0.130, 0.371, -0.658, -0.817, 0.486, 0.617, -0.718, 0.389, -0.414, 0.267, 0.191, 0.304, -0.721, 0.374, -0.417, 0.264, 0.257, 0.262, -0.851, 0.413, -0.419, 0.269, 0.285, 0.279, -0.851, 0.436, -0.411, 0.265, 0.323, 0.271, -0.790, 0.379, -0.396, 0.270, 0.264, 0.310, -0.593, 0.277, -0.360, 0.243, 0.248, 0.194]}

{"formula": "C2H5ClFN", "method": "wB97M-V/def2-TZVPD", "smiles": "NC[C@@H](F)Cl", "gap_ha": 0.398, "e_homo_ha": -0.3631, "relative_energy_ev": 0.074, "e_tot_ha": -694.0073, "symbols": ["C", "C", "H", "H", "H", "H", "H", "N", "F", "Cl"], "xyz": [[1.20434, 0.55982, -0.30091], [-0.18822, 0.45214, 0.36314], [1.46106, -1.17814, 0.64088], [2.48881, -0.96176, -0.59863], [1.59316, 1.54544, -0.02181], [1.11772, 0.50492, -1.39150], [-0.13932, 0.54097, 1.46134], [2.03192, -0.51861, 0.20593], [-0.94497, 1.56696, -0.04357], [-1.07864, -0.99974, -0.08900]], "mulliken_charge": [-0.350, 0.029, 0.237, 0.246, 0.229, 0.301, 0.308, -0.571, -0.263, -0.166]}

{"formula": "C9H19N", "method": "wB97M-V/def2-TZVPD", "gap_ha": 0.304, "e_homo_ha": -0.2736, "relative_energy_ev": 3.466, "e_tot_ha": -408.9285, "symbols": ["C", "C", "C", "C", "C", "C", "C", "C", "N", "C", "H", "H", "H", "H", "H", "H", "H", "H", "H", "H", "H", "H", "H", "H", "H", "H", "H", "H", "H"], "xyz": [[1.69758, -0.29032, -0.04859], [-0.89620, -0.21355, 0.42210], [-0.07674, 0.63232, -0.35179], [2.61227, 0.80318, -0.56711], [1.70531, -1.50125, -0.95758], [2.04409, -0.65061, 1.37931], [-1.11760, 0.06153, 1.87868], [-2.48656, 0.49428, -0.66074], [-2.73346, -0.24592, -1.80075], [-3.36717, 1.29848, -0.06724], [-0.92984, -1.26434, 0.14695], [-1.95445, -0.36746, -2.42989], [-3.60976, -0.06862, -2.28417], [-0.07824, 0.55159, -1.43202], [0.08798, 1.63050, 0.03706], [1.43458, -1.47349, 1.75468], [2.34700, 1.10623, -1.58166], [3.65588, 0.46068, -0.58891], [2.58031, 1.68835, 0.07083], [1.39644, -1.24344, -1.97353], [2.71435, -1.92806, -1.03423], [1.05068, -2.29201, -0.58744], [1.93145, 0.20378, 2.04896], [3.08918, -0.98314, 1.45218], [-0.98959, 1.11618, 2.11674], [-0.45250, -0.54121, 2.49737], [-2.13205, -0.22538, 2.15527], [-4.36609, 1.46077, -0.46993], [-3.15686, 1.78092, 0.87546]], "mulliken_charge": [1.705, 0.684, -0.781, -1.792, -1.675, -1.792, -1.676, 0.550, -0.473, -1.128, 0.230, 0.200, 0.217, 0.352, 0.225, 0.335, 0.353, 0.452, 0.404, 0.332, 0.461, 0.361, 0.352, 0.453, 0.294, 0.387, 0.460, 0.256, 0.254]}

{"formula": "C13H17Br12N2O2", "method": "wB97M-V/def2-TZVPD", "gap_ha": 0.249, "e_homo_ha": -0.4242, "total_charge": 1, "e_tot_ha": -31653.4393, "symbols": ["C", "C", "O", "C", "O", "C", "C", "C", "N", "C", "C", "C", "N", "H", "H", "H", "H", "H", "H", "H", "H", "H", "H", "H", "H", "H", "C", "Br", "Br", "Br", "H", "C", "Br", "Br", "Br", "H", "C", "Br", "Br", "Br", "H", "C", "Br", "Br", "Br", "H"], "xyz": [[3.25194, -0.24185, -1.38999], [3.57674, 1.14819, -1.92401], [3.22448, 2.16885, -0.96201], [1.94306, 2.49621, -0.80532], [1.44453, 2.79385, 0.24120], [1.10116, 2.56751, -2.05892], [1.42685, 3.52990, -3.01370], [0.60132, 3.72572, -4.08636], [-0.49721, 2.96388, -4.20099], [-0.82301, 2.01767, -3.30660], [-0.04465, 1.77863, -2.19622], [-0.41532, 0.69486, -1.20917], [-1.14250, -0.46400, -1.71794], [2.95569, -0.19087, -0.34594], [4.11902, -0.89078, -1.46819], [2.45057, -0.71317, -1.95662], [3.07369, 1.33538, -2.87167], [4.63784, 1.27923, -2.09884], [2.31271, 4.13746, -2.90446], [0.79277, 4.45929, -4.85207], [-1.10341, 3.10296, -4.99850], [-1.71674, 1.45225, -3.51045], [-0.98788, 1.13286, -0.39262], [0.50707, 0.33780, -0.75272], [-2.05896, -0.20590, -2.05951], [-0.62764, -0.89522, -2.47766], [1.01034, 2.26179, 3.44244], [2.30399, 1.28139, 4.46575], [-0.06844, 1.07731, 2.37707], [-0.08155, 3.37981, 4.55685], [1.54945, 2.90402, 2.76151], [-2.82188, -2.48227, 2.61766], [-1.72368, -1.93915, 1.12613], [-2.59020, -1.34120, 4.13766], [-4.66692, -2.60972, 2.09673], [-2.50107, -3.47266, 2.90580], [-1.04093, -4.70591, -2.12506], [-2.50357, -3.51244, -2.48339], [-0.75516, -5.93227, -3.56877], [0.56770, -3.73177, -1.69820], [-1.30530, -5.28084, -1.24984], [-2.68555, -3.12685, 7.71025], [-1.03771, -3.80579, 6.99038], [-2.67430, -1.20590, 7.79814], [-4.20614, -3.78582, 6.73593], [-2.77116, -3.49244, 8.72224]], "mulliken_charge": [-1.065, -0.131, -0.425, 0.136, -0.482, 0.279, -0.286, -0.565, 0.037, -0.774, 0.852, -0.659, -0.305, 0.296, 0.375, 0.261, 0.266, 0.401, 0.540, 0.446, 0.286, 0.385, 0.151, 0.401, 0.240, 0.277, -0.176, -0.013, 0.085, -0.025, 0.177, -0.387, 0.090, 0.039, -0.029, 0.350, -0.283, -0.044, -0.016, -0.047, 0.369, -0.357, 0.006, -0.021, 0.000, 0.345]}